No. 1
ORCA calculation (the ωB97M-V functional and the def2-TZVPD basis) on a 4-piece molecular cluster, C4H15NO3 overall at a distorted geometry.

Element x y z (Å)
C: 1.2343 -0.3425 -1.6913
N: 0.3991 0.0524 1.1750
C: -0.4645 -0.5327 0.1904
C: -0.1313 -0.5815 -1.0935
C: -1.8709 -0.7602 0.7269
H: 1.5780 -1.2647 -2.1590
H: 1.2055 0.4706 -2.4119
H: 2.0152 -0.1228 -0.9579
H: 1.3420 -0.3151 1.2349
H: -0.0629 0.0142 2.0654
H: -0.8714 -0.9158 -1.8113
H: -2.2459 -1.7082 0.3540
H: -2.5344 0.0313 0.3726
H: -1.9815 -0.6888 1.8065
H: 1.2808 2.7320 -1.7508
H: -0.1253 3.3151 -1.7399
O: 0.7686 3.4824 -1.4271
H: -0.3901 -4.1473 1.9502
H: -0.5031 -3.4459 0.6356
O: -0.9947 -3.6344 1.4487
H: 0.6307 2.0879 1.3094
H: 0.7027 3.3063 0.4605
O: 1.0186 2.9677 1.3126

Cartesian forces (eV/Å) of the 2 atoms listed first:
C -0.02 -0.25 0.76
N -0.33 -0.57 -0.34

Values from the calculation:
orbital gap = 9.00 eV
HOMO level = -8.53 eV
max |F| = 1.71 eV/Å
energy = -12023.4455 eV
SMILES = C/C=C(/C)N.O.O.O
energy above the lowest of the compared OMol25 structures with the same formula, charge and spin = 0.773 eV
net charge = 0

No. 2
ORCA calculation (the ωB97M-V functional and the def2-TZVPD basis) on a 2-piece molecular cluster, C5H7NO2S overall at a distorted geometry.

Element x y z (Å)
C: -1.0963 0.1895 0.3868
C: -0.4953 -2.8555 -0.8018
C: -0.0267 0.4409 1.4292
C: 0.9954 1.2679 0.6633
C: 0.9087 0.8643 -0.7747
N: -0.6628 0.4216 -0.8256
O: -1.6381 -3.0160 -0.6559
O: 0.6378 -2.8021 -0.9541
S: -1.2909 0.0184 -2.2859
H: -2.1924 -0.0363 0.4533
H: -0.5254 0.9929 2.2944
H: 0.4487 -0.4212 1.9321
H: 0.6215 2.3353 0.7181
H: 2.0113 1.1548 1.0556
H: 0.9765 1.5680 -1.5369
H: 1.3281 -0.1223 -1.0979

Cartesian forces (eV/Å) of the 2 atoms listed first:
C -0.15 0.27 -1.18
C -2.15 -0.77 -0.05

Values from the calculation:
orbital gap (alpha / beta) = 8.17 / 8.17 eV
HOMO level (alpha / beta) = -7.81 / -7.81 eV
max |F| = 4.69 eV/Å
energy = -21717.9816 eV
SMILES = [S-][N+]1=CCCC1.O=C=O
energy above the lowest of the compared OMol25 structures with the same formula, charge and spin = 0.567 eV
net charge = 0

No. 3
ORCA calculation (the ωB97M-V functional and the def2-TZVPD basis) on an isolated ion of composition C3H8N3O and charge +1 at a distorted geometry.

Element x y z (Å)
C: -1.3566 0.1737 -0.0098
C: 0.1155 -1.5939 -0.1120
C: 0.9368 0.0591 -0.4905
N: -0.2364 0.8314 -0.3645
N: -2.5805 0.7619 0.1698
N: 1.8771 0.4435 0.4644
O: -1.2439 -1.1535 0.1912
H: 0.0130 -2.1179 -1.0901
H: 0.6652 -1.8351 0.7938
H: 1.2803 0.1045 -1.5424
H: -0.2494 1.7807 -0.8166
H: -2.4262 1.7476 0.1202
H: -3.3761 0.1167 0.4150
H: 2.8383 0.6416 0.4539
H: 1.4963 0.2178 1.4599

Cartesian forces (eV/Å) of the 2 atoms listed first:
C -1.01 -0.64 0.18
C 0.81 4.05 -2.07

Values from the calculation:
orbital gap = 10.33 eV
HOMO level = -13.49 eV
max |F| = 4.63 eV/Å
energy = -9750.7672 eV
SMILES = N[C@H]1COC(=[NH2+])N1
energy above the lowest of the compared OMol25 structures with the same formula, charge and spin = 1.697 eV
net charge = +1

No. 4
ORCA calculation (the ωB97M-V functional and the def2-TZVPD basis) on C20H14FN2O2Pt as an isolated structure.

Element x y z (Å)
Pt: 0.1295 -0.6458 -2.0419
O: 1.7130 -0.5339 -3.3771
C: 2.7973 0.1373 -3.1808
C: 3.7990 0.1392 -4.1863
C: 4.9702 0.8389 -4.0407
C: 5.2226 1.5824 -2.8804
C: 4.2681 1.5916 -1.8907
C: 3.0563 0.8884 -2.0043
C: 2.1649 0.9746 -0.8702
N: 1.0052 0.4533 -0.6732
N: 0.3430 0.8038 0.4860
C: 0.1582 -0.2421 1.3007
O: 0.5985 -1.3913 1.1739
C: -0.7201 0.0926 2.4862
C: -1.0564 -0.9308 3.3639
C: -1.8869 -0.6859 4.4484
C: -2.3866 0.5904 4.6679
C: -2.0520 1.6183 3.7951
C: -1.2259 1.3703 2.7084
H: 3.5964 -0.4384 -5.0796
H: 5.7074 0.8128 -4.8355
H: 6.1462 2.1333 -2.7623
H: 4.4439 2.1558 -0.9808
H: 2.5131 1.5750 -0.0346
H: -0.6570 -1.9161 3.1622
H: -2.1499 -1.4935 5.1214
H: -3.0377 0.7836 5.5125
H: -2.4422 2.6160 3.9594
H: -0.9657 2.1573 2.0137
F: -5.3589 -1.9296 0.3502
C: -4.1174 -1.6217 -0.1223
C: -3.7237 -0.2973 -0.1510
C: -2.4590 0.0077 -0.6302
C: -1.5760 -0.9820 -1.0829
C: -2.0202 -2.3072 -1.0102
C: -3.2917 -2.6371 -0.5409
H: -4.3961 0.4701 0.2113
H: -2.1301 1.0391 -0.6150
H: -1.3535 -3.1142 -1.2945
H: -3.6259 -3.6649 -0.4758

Cartesian forces (eV/Å) of the 2 atoms listed first:
Pt 0.16 0.04 -0.01
O -0.06 -0.01 0.09

Values from the calculation:
orbital gap = 6.95 eV
HOMO level = -4.53 eV
max |F| = 0.16 eV/Å
energy = -34007.1074 eV
energy above the lowest of the compared OMol25 structures with the same formula, charge and spin = 1.638 eV
net charge = -1